Below is 5 unconnected molecules or ions with the total composition C21H33BNO23PS5 in a non-equilibrium geometry, with properties calculated with ωB97M-V/def2-TZVPD.

Last column: Löwdin charge in e.
Cartesian coordinates (Å):
1 C -3.64 3.48 1.28  -0.143
2 C -2.23 4.31 0.92  -0.231
3 C -2.23 4.81 -0.65  -0.198
4 C -1.06 4.12 -1.58  -0.134
5 C -1.16 2.48 -1.67  -0.014
6 C -2.18 1.88 -2.56  0.062
7 B -3.23 2.69 -3.53  -0.400
8 O -2.96 2.61 -5.01  0.038
9 O -4.43 3.45 -3.11  -0.036
10 C -4.81 4.48 -4.10  -0.224
11 C -3.69 5.67 -4.31  -0.104
12 C -2.27 0.22 -2.57  -0.144
13 O -2.88 -0.32 -3.64  -0.018
14 C -1.65 -0.69 -1.31  -0.090
15 P -2.33 -2.47 -1.14  0.399
16 O -1.37 -3.53 -0.14  -0.312
17 O -2.31 -3.17 -2.76  -0.287
18 S -4.16 -2.41 -0.48  0.295
19 C -0.59 -0.07 -0.43  -0.075
20 O -0.04 -0.91 0.64  -0.049
21 C 0.35 -0.11 1.83  -0.111
22 N 1.08 0.50 2.74  0.132
23 C -0.15 1.47 -0.80  -0.093
24 O 1.05 2.02 -0.47  -0.029
25 H -4.58 3.95 0.71  0.081
26 H -3.86 3.51 2.45  0.077
27 H -3.55 2.36 0.93  0.070
28 H -2.24 5.24 1.66  0.111
29 H -1.29 3.64 1.09  0.103
30 H -2.01 5.98 -0.64  0.124
31 H -3.31 4.68 -1.10  0.100
32 H -1.12 4.64 -2.63  0.125
33 H -0.03 4.40 -1.08  0.115
34 H -2.04 2.19 -5.09  0.130
35 H -5.15 4.04 -5.15  0.139
36 H -5.78 5.01 -3.66  0.139
37 H -2.73 5.32 -4.91  0.088
38 H -4.14 6.57 -4.95  0.092
39 H -3.36 6.18 -3.28  0.088
40 H -0.39 -3.48 -0.37  0.114
41 H -3.23 -2.97 -3.14  0.075
42 O 4.01 -5.69 -0.87  -0.242
43 S 2.80 -6.43 -0.57  0.683
44 O 2.19 -7.35 -1.50  -0.235
45 O 1.67 -5.38 -0.06  -0.194
46 C 1.24 -5.74 1.25  -0.211
47 C 2.43 -6.44 1.89  -0.153
48 O 3.02 -7.21 0.85  -0.184
49 H 0.39 -6.42 1.16  0.063
50 H 0.94 -4.85 1.81  0.120
51 H 2.14 -7.08 2.73  0.144
52 H 3.18 -5.71 2.24  0.113
53 O 2.36 7.98 -3.90  -0.231
54 S 2.16 6.86 -3.01  0.679
55 O 0.92 6.62 -2.31  -0.247
56 O 3.37 6.86 -1.92  -0.192
57 C 4.08 5.62 -2.00  -0.171
58 C 3.91 5.15 -3.44  -0.175
59 O 2.58 5.50 -3.80  -0.196
60 H 3.61 4.92 -1.30  0.132
61 H 5.13 5.76 -1.73  0.137
62 H 4.07 4.08 -3.55  0.138
63 H 4.59 5.69 -4.11  0.133
64 O -1.40 -3.70 1.67  -0.275
65 S -1.54 -5.01 2.25  0.737
66 O -0.97 -6.20 1.66  -0.236
67 O -3.12 -5.27 2.53  -0.175
68 C -3.32 -5.53 3.92  -0.166
69 C -2.21 -4.78 4.64  -0.169
70 O -1.06 -4.93 3.81  -0.188
71 H -3.24 -6.61 4.08  0.134
72 H -4.32 -5.19 4.23  0.140
73 H -2.01 -5.17 5.64  0.139
74 H -2.43 -3.71 4.71  0.135
75 O 7.24 -4.79 4.16  -0.230
76 S 5.84 -4.44 4.23  0.679
77 O 4.78 -5.41 4.41  -0.243
78 O 5.48 -3.53 2.92  -0.196
79 C 4.99 -2.26 3.35  -0.173
80 C 5.64 -2.00 4.70  -0.175
81 O 5.67 -3.27 5.35  -0.195
82 H 3.90 -2.33 3.44  0.130
83 H 5.24 -1.49 2.61  0.138
84 H 5.09 -1.27 5.30  0.138
85 H 6.68 -1.66 4.58  0.133

Calculated values
SMILES = CCCCC1=C(B(O)OCC)C(=O)C(P(O)(O)=S)=C(OC#N)C1=O.O=S1(=O)OCCO1.O=S1(=O)OCCO1.O=S1(=O)OCCO1.O=S1(=O)OCCO1
Relative energy (zero: lowest compared OMol25 entry of this formula, charge and spin) = 6.821 eV
Lowest unoccupied orbital energy = -2.656 eV
E = -135019.9430 eV
Gap between HOMO and LUMO = 6.73 eV



Below is a molecular structure, C21H33Br39ClNO2Si in a non-equilibrium geometry, with properties calculated with ωB97M-V/def2-TZVPD.

Last column: Löwdin charge in e.
Cartesian coordinates (Å):
1 C 5.61 -5.60 0.48  -0.168
2 Si 5.24 -4.33 -0.88  0.485
3 C 3.46 -4.64 -1.48  -0.148
4 C 6.38 -4.65 -2.39  -0.169
5 O 5.54 -2.72 -0.43  -0.225
6 C 5.01 -2.35 0.84  -0.239
7 C 3.63 -1.62 0.73  -0.213
8 N 2.58 -2.50 1.29  -0.070
9 C 1.31 -2.43 0.56  -0.225
10 C 0.52 -3.72 0.92  -0.232
11 O -0.87 -3.51 0.63  -0.184
12 C -1.36 -4.47 -0.26  -0.580
13 Cl -0.87 -4.12 -1.97  0.539
14 H 6.09 -6.50 0.08  0.040
15 H 4.64 -5.92 0.90  -0.028
16 H 6.20 -5.21 1.33  0.037
17 H 2.87 -3.70 -1.42  0.014
18 H 2.99 -5.45 -0.90  0.029
19 H 3.43 -4.97 -2.53  0.033
20 H 6.67 -3.67 -2.79  -0.020
21 H 7.27 -5.16 -2.00  0.025
22 H 5.86 -5.21 -3.18  0.031
23 H 4.98 -3.16 1.59  0.103
24 H 5.71 -1.59 1.26  0.118
25 H 3.43 -1.31 -0.31  0.113
26 H 3.68 -0.72 1.38  0.062
27 H 2.90 -3.46 1.35  0.046
28 H 1.42 -2.38 -0.55  0.098
29 H 0.70 -1.56 0.86  0.086
30 H 0.93 -4.60 0.40  0.104
31 H 0.67 -3.87 2.00  0.074
32 H -1.04 -5.49 0.00  0.089
33 H -2.45 -4.39 -0.23  0.087
34 C 1.64 -5.44 4.60  -1.601
35 Br 2.72 -5.97 3.09  0.613
36 Br -0.24 -5.70 4.26  0.574
37 Br 2.21 -6.30 6.23  0.569
38 H 1.79 -4.37 4.74  -0.023
39 C 1.14 1.86 2.25  -1.572
40 Br -0.63 2.56 1.92  0.547
41 Br 1.10 0.22 3.25  0.600
42 Br 2.13 1.68 0.61  0.596
43 H 1.66 2.59 2.86  -0.024
44 C 9.17 -2.22 -4.73  -1.614
45 Br 9.82 -3.98 -4.26  0.576
46 Br 7.90 -2.30 -6.19  0.588
47 Br 8.43 -1.30 -3.21  0.592
48 H 10.02 -1.65 -5.08  -0.031
49 C 9.13 -2.50 -9.99  -1.646
50 Br 8.03 -1.53 -11.25  0.563
51 Br 8.86 -4.41 -10.14  0.558
52 Br 10.99 -2.03 -10.15  0.560
53 H 8.81 -2.21 -9.00  -0.101
54 C -4.19 3.82 3.37  -1.627
55 Br -5.32 2.67 4.44  0.521
56 Br -4.58 3.64 1.48  0.580
57 Br -4.28 5.66 3.95  0.545
58 H -3.17 3.48 3.52  -0.130
59 C 1.19 4.94 -2.35  -1.612
60 Br 0.71 3.41 -3.44  0.576
61 Br -0.24 5.43 -1.14  0.565
62 Br 2.85 4.63 -1.42  0.547
63 H 1.34 5.77 -3.02  -0.030
64 C -1.57 2.67 -6.56  -1.638
65 Br -3.37 3.33 -6.82  0.589
66 Br -1.55 1.02 -5.56  0.561
67 Br -0.62 2.51 -8.24  0.576
68 H -1.04 3.41 -5.97  -0.074
69 C -6.91 5.01 -6.86  -1.616
70 Br -6.95 6.57 -7.99  0.584
71 Br -7.46 5.42 -5.05  0.581
72 Br -7.95 3.56 -7.61  0.574
73 H -5.88 4.67 -6.81  -0.105
74 C -9.78 8.49 -6.04  -1.657
75 Br -9.84 10.08 -7.13  0.563
76 Br -10.29 8.85 -4.21  0.562
77 Br -10.84 7.06 -6.80  0.546
78 H -8.75 8.15 -6.03  -0.093
79 C -7.76 8.42 5.03  -1.610
80 Br -8.83 9.40 3.76  0.569
81 Br -8.06 6.52 4.90  0.522
82 Br -5.88 8.88 4.89  0.547
83 H -8.08 8.72 6.02  -0.029
84 C -1.40 3.29 6.26  -1.597
85 Br -1.88 1.78 5.15  0.556
86 Br -2.86 3.83 7.41  0.575
87 Br 0.22 2.95 7.26  0.579
88 H -1.20 4.12 5.60  -0.027
89 C -0.63 -5.90 9.86  -1.628
90 Br 0.91 -4.86 10.39  0.559
91 Br -1.14 -5.54 8.03  0.534
92 Br -0.36 -7.79 10.16  0.564
93 H -1.46 -5.60 10.49  -0.032
94 C -10.26 3.06 6.31  -1.609
95 Br -8.47 3.13 5.56  0.507
96 Br -10.34 1.88 7.84  0.570
97 Br -10.94 4.82 6.74  0.558
98 H -10.91 2.65 5.55  -0.029

Calculated values
Lowest unoccupied orbital energy = -0.323 eV
E = -2779950.7698 eV
Gap between HOMO and LUMO = 8.65 eV